No. 1
49
Properties=species:S:1:pos:R:3 method="wB97M-V/def2-TZVPD" orbital_gap_ev="7.5 / 4.2" e_homo_ev="-9.5 / -9.5" fmax_ev_per_a=11.8 spin_multiplicity=2
Y -7.387 -18.863 -20.043
C -4.517 -15.745 -21.808
F -3.365 -15.128 -22.249
F -4.980 -15.315 -20.589
F -5.485 -15.437 -22.702
S -4.328 -17.610 -21.712
O -4.144 -18.101 -23.034
O -3.210 -17.862 -20.909
O -5.527 -18.070 -21.030
C -4.270 -22.302 -21.242
F -3.093 -22.910 -21.182
F -4.525 -21.495 -22.305
F -5.201 -23.250 -21.278
S -4.420 -21.174 -19.677
O -5.680 -20.381 -19.809
O -4.390 -22.055 -18.461
O -3.261 -20.189 -19.664
C -4.879 -15.927 -16.754
F -5.320 -16.125 -15.542
F -5.798 -15.306 -17.440
F -3.660 -15.369 -16.724
S -4.781 -17.708 -17.536
O -3.484 -17.878 -18.137
O -4.969 -18.699 -16.494
O -5.866 -17.890 -18.514
N -9.179 -18.179 -18.817
S -9.518 -17.475 -17.503
O -9.407 -18.210 -16.279
O -10.375 -16.317 -17.430
F -8.037 -16.773 -17.412
S -10.792 -18.814 -18.757
O -11.936 -17.941 -18.963
O -10.928 -20.097 -18.080
F -10.639 -19.286 -20.293
O -7.305 -20.143 -17.627
H -7.822 -20.897 -17.342
H -6.595 -20.084 -16.988
O -6.811 -20.032 -22.438
H -5.870 -20.066 -22.608
H -7.194 -20.616 -23.092
O -8.282 -21.040 -20.187
H -9.056 -21.345 -19.714
H -7.846 -21.842 -20.475
O -8.695 -18.192 -21.977
H -8.810 -17.282 -22.250
H -9.161 -18.703 -22.640
O -7.431 -16.352 -20.284
H -8.054 -15.892 -20.847
H -6.963 -15.654 -19.826

No. 2
24
Properties=species:S:1:pos:R:3 method="wB97M-V/def2-TZVPD" charge=+3 orbital_gap_ev=3.9 e_homo_ev=-19.3 fmax_ev_per_a=1.5
C -1.245 -0.762 -2.394
C -0.712 -1.451 -1.117
P -0.886 -0.564 0.452
C -0.570 -1.785 1.737
N 0.596 0.548 0.664
P -0.163 1.954 1.591
O -0.939 1.213 2.567
O 0.950 2.933 2.034
O -0.871 2.630 0.374
S 1.589 0.889 -0.480
O 2.674 1.710 -0.152
O 2.080 -0.469 -1.038
F 0.840 1.428 -1.665
H -2.212 -1.186 -2.651
H -0.564 -0.896 -3.231
H -1.400 0.306 -2.246
H 0.345 -1.853 -1.259
H -1.312 -2.346 -0.914
H -0.856 -2.769 1.359
H 0.496 -1.785 2.000
H -1.140 -1.552 2.638
H 1.757 2.588 2.447
H -1.425 3.404 0.588
Lu 2.968 -2.185 -1.306

No. 3
17
Properties=species:S:1:pos:R:3 method="wB97M-V/def2-TZVPD" smiles=C[NH2+][C@H](I)[C@H](N)O charge=+1 orbital_gap_ev=10.2 e_homo_ev=-13.3 fmax_ev_per_a=3.2
C -1.417 1.614 -0.208
N 0.052 1.292 -0.455
C 0.641 0.426 0.619
I 2.672 0.433 0.304
C 0.046 -1.149 0.384
N 1.049 -2.129 0.504
O -0.484 -1.073 -0.908
H -1.876 0.618 0.018
H -1.651 2.370 0.588
H -1.941 1.946 -1.143
H 0.684 2.066 -0.508
H 0.038 0.649 -1.239
H 0.397 0.850 1.626
H -0.770 -1.178 1.100
H 1.415 -2.442 -0.378
H 1.272 -2.632 1.287
H -0.126 -1.662 -1.592

No. 4
15
Properties=species:S:1:pos:R:3 method="wB97M-V/def2-TZVPD" charge=-1 orbital_gap_ev="3.0 / 9.9" e_homo_ev="1.2 / -5.6" fmax_ev_per_a=2.2 spin_multiplicity=2
C -1.788 0.298 2.284
C -0.691 -0.605 1.646
H -2.717 -0.044 1.811
H -1.835 0.051 3.339
H -1.679 1.357 2.048
H -0.736 -1.654 1.936
H 0.252 -0.106 1.871
H -0.723 -0.532 0.547
N 1.932 -0.271 -1.339
C 1.323 0.044 -2.522
N 1.488 1.188 -3.132
H 1.391 -0.774 -0.632
H 2.267 0.636 -1.022
H 0.881 -0.750 -3.120
H 0.635 1.161 -3.715

No. 5
15
Properties=species:S:1:pos:R:3 method="wB97M-V/def2-TZVPD" smiles=CNCCN orbital_gap_ev=9.9 e_homo_ev=-8.8 fmax_ev_per_a=1.7
C 0.693 -1.319 -1.450
N -0.161 -0.953 -0.332
C -0.603 0.457 -0.313
C 0.117 1.265 0.751
N -0.237 0.887 2.123
H 1.745 -1.257 -1.162
H 0.577 -2.379 -1.669
H 0.486 -0.753 -2.358
H -0.989 -1.534 -0.312
H -1.649 0.465 -0.027
H -0.373 0.906 -1.270
H -0.157 2.315 0.609
H 1.199 1.216 0.679
H -1.119 0.393 2.203
H 0.470 0.292 2.528

No. 6
15
Properties=species:S:1:pos:R:3 method="wB97M-V/def2-TZVPD" smiles="C=N.CNC" orbital_gap_ev=10.0 e_homo_ev=-8.7 fmax_ev_per_a=1.4
C -6.850 1.232 -0.422
N -6.482 0.697 0.665
H -7.186 0.643 -1.267
H -6.871 2.315 -0.493
H -6.176 1.442 1.299
C 2.876 -1.115 1.007
N 2.785 -0.793 -0.411
C 3.850 0.082 -0.845
H 3.420 -2.050 1.208
H 3.455 -0.408 1.608
H 1.913 -1.339 1.480
H 2.814 -1.671 -0.910
H 3.800 0.993 -0.253
H 3.779 0.277 -1.918
H 4.872 -0.307 -0.747

No. 7
15
Properties=species:S:1:pos:R:3 method="wB97M-V/def2-TZVPD" orbital_gap_ev=5.6 e_homo_ev=-6.7 fmax_ev_per_a=2.3
C 1.837 0.904 1.066
C 2.421 0.041 0.136
N -0.457 -0.323 -0.308
C -1.722 -0.945 -0.426
N -2.821 0.058 -0.707
H 1.252 0.535 1.894
H 2.279 1.871 1.278
H 1.353 0.672 -0.143
H 3.378 0.296 -0.317
H 2.436 -1.040 0.155
H -0.172 0.031 -1.230
H -1.806 -1.714 -1.191
H -2.007 -1.354 0.562
H -2.345 0.945 -0.669
H -3.628 0.023 -0.099

No. 8
15
Properties=species:S:1:pos:R:3 method="wB97M-V/def2-TZVPD" smiles="C=CN.CN" orbital_gap_ev=9.3 e_homo_ev=-8.3 fmax_ev_per_a=2.7
C -1.819 1.289 -2.916
C -1.544 0.283 -2.073
N -1.698 0.374 -0.674
H -1.559 2.321 -2.702
H -2.085 1.092 -3.945
H -1.087 -0.659 -2.368
H -2.183 -0.390 -0.213
H -2.459 1.039 -0.533
C 1.435 -0.710 2.296
N 2.902 -1.034 2.202
H 0.951 -1.673 2.407
H 1.406 -0.226 3.257
H 1.129 -0.178 1.402
H 3.462 -0.312 2.622
H 3.149 -1.215 1.241

No. 9
15
Properties=species:S:1:pos:R:3 method="wB97M-V/def2-TZVPD" charge=+1 orbital_gap_ev="11.0 / 5.4" e_homo_ev="-14.8 / -14.6" fmax_ev_per_a=4.5 spin_multiplicity=2
N 0.391 0.869 1.465
C 0.669 0.272 0.050
C 0.140 1.383 -0.842
C 0.172 -1.122 -0.217
N -1.342 -1.345 0.065
H 0.982 0.212 2.060
H -0.611 0.513 1.738
H 1.782 0.073 -0.100
H -0.463 1.052 -1.620
H 1.156 1.675 -1.108
H -0.211 2.262 -0.156
H 0.442 -1.516 -1.245
H 0.727 -1.787 0.441
H -1.848 -1.974 -0.586
H -1.985 -0.569 0.053

No. 10
16
Properties=species:S:1:pos:R:3 method="wB97M-V/def2-TZVPD" smiles=NC[C@@H](N)CO orbital_gap_ev=10.1 e_homo_ev=-9.3 fmax_ev_per_a=3.4
N 2.219 -0.044 0.509
C 0.815 -0.205 1.171
C -0.307 -0.483 0.095
N -1.611 -0.688 0.781
C -0.417 0.486 -1.086
O -1.286 -0.152 -2.190
H 2.036 0.596 -0.300
H 2.830 0.372 1.274
H 0.798 0.772 1.753
H 0.735 -0.964 2.036
H 0.018 -1.459 -0.395
H -1.921 0.299 0.934
H -2.202 -1.079 0.088
H -0.610 1.531 -0.677
H 0.637 0.426 -1.374
H -1.736 0.592 -2.618